Formula: C6H12O
Source: the OMol25 dataset
Level of theory: ωB97M-V/def2-TZVPD

Geometry as XYZ:
```
19
Properties=species:S:1:pos:R:3:lowdin_charge:R:1
O -0.05773 2.09455 1.14808 0.02
C 1.45380 -0.84695 -0.00859 -0.30
C -0.62980 1.13802 0.36316 -0.41
C -0.96134 -0.13371 0.94679 -0.18
C 0.41185 -0.84911 1.10713 -0.17
C -0.78971 1.37895 -1.08621 -0.05
C 0.64805 -1.63256 -1.02313 -0.04
H 0.80686 -0.74555 2.13022 0.11
H -1.69863 0.88195 -1.45061 0.09
H -0.67575 2.82376 1.30024 0.11
H 0.04274 0.92502 -1.67505 0.08
H 1.93827 0.10659 -0.28067 0.11
H -0.84444 2.44877 -1.31275 0.08
H 1.16630 -2.30487 -1.70706 0.05
H 2.24637 -1.51569 0.35600 0.10
H 0.09122 -1.94559 0.47286 0.15
H -1.61993 -0.71959 0.29333 0.11
H -1.38471 -0.03080 1.95088 0.12
H -0.14344 -1.07320 -1.52462 0.03
```

## Properties
relative energy (zero: lowest compared OMol25 entry of this formula, charge and spin) = 6.051 eV
gap between HOMO and LUMO (spin up / spin down) = 0.2414 / 0.3198 hartree
charge = 0